Entry 1:
Formula: C22H62F6N2O15P
Source: the OMol25 dataset
Level of theory: the ωB97M-V functional and the def2-TZVPD basis

```
108
Properties=species:S:1:pos:R:3:mulliken_charge:R:1
P -19.59173 -10.24891 -16.48444 1.786
F -20.92806 -9.74218 -17.28574 -0.504
F -19.86366 -11.80260 -16.92840 -0.422
F -19.21589 -8.76800 -15.91386 -0.344
F -18.32630 -10.81003 -15.63685 -0.118
F -20.65843 -10.50908 -15.28292 -0.564
F -18.66643 -10.12287 -17.80817 -0.527
O -15.05256 -9.25231 -18.28871 -0.397
O -16.70943 -11.73375 -18.60654 -0.111
O -22.35863 -12.17257 -18.19461 -0.665
O -14.07971 -8.49922 -13.62814 -0.389
O -25.26111 -12.87750 -18.02044 -0.592
O -17.47886 -9.87440 -12.95681 -0.267
O -24.37912 -10.40902 -12.48398 -0.570
O -17.04718 -9.00807 -20.26924 -0.578
O -19.15251 -4.54966 -14.63604 -0.384
O -20.52784 -6.22623 -17.33615 -0.649
O -18.37882 -7.70831 -11.19154 -0.451
O -25.27579 -7.90396 -13.98753 -0.563
O -14.86895 -13.74306 -19.90638 -0.569
O -17.68859 -12.88537 -13.26141 -0.089
O -22.32845 -15.00986 -14.92346 -0.178
N -19.36498 -14.71455 -14.71348 -0.286
N -16.77977 -7.41383 -14.86275 0.146
C -22.89597 -12.79627 -17.05602 0.512
C -13.13927 -9.47452 -13.26129 -0.628
C -18.34370 -3.41062 -14.50952 -0.768
C -17.05539 -12.58373 -12.02388 -0.774
C -18.01274 -14.33841 -15.13102 -0.265
C -23.82986 -9.88649 -13.69708 0.321
C -15.80718 -12.86046 -20.52731 -0.703
C -23.57512 -15.62550 -14.72104 -0.960
C -17.37248 -6.11699 -15.21241 -0.519
C -20.20431 -15.00851 -15.89823 -0.075
C -18.93865 -9.01543 -11.17345 -0.806
C -21.39993 -15.86756 -15.58021 -0.898
C -18.50552 -5.75409 -14.26636 -0.159
C -23.93654 -8.33886 -13.76690 -0.283
C -16.54610 -7.82321 -19.61343 0.093
C -14.67603 -8.75806 -14.86325 0.133
C -17.04786 -12.68297 -19.61142 -0.112
C -18.78754 -9.67967 -12.53693 0.398
C -15.14713 -8.17186 -19.14786 -0.708
C -24.41572 -12.64478 -16.89966 -0.342
C -17.13618 -13.99283 -13.90986 -0.920
C -15.48064 -7.60063 -15.45706 -0.179
H -14.58795 -7.28972 -18.82402 0.379
H -22.27394 -12.48109 -16.21662 0.112
H -16.20434 -13.62773 -14.37123 0.278
H -16.56249 -5.39729 -15.05820 0.684
H -15.33544 -11.88377 -20.65052 0.261
H -16.12667 -13.26676 -21.48467 0.365
H -24.28721 -14.96925 -14.23149 0.265
H -22.74279 -13.87654 -17.11609 -0.203
H -17.78225 -9.44192 -19.82984 0.300
H -17.39662 -10.60924 -13.57058 0.043
H -18.83461 -7.14308 -10.56609 0.275
H -16.55499 -7.09886 -20.42290 0.311
H -19.22671 -6.57363 -14.24849 -0.011
H -24.79227 -13.32092 -16.13199 0.107
H -13.68666 -10.39084 -12.99763 0.118
H -19.52456 -15.25553 -16.70916 0.575
H -14.31931 -13.25616 -19.28907 0.323
H -14.61793 -8.42938 -20.08543 0.450
H -14.02401 -9.21638 -15.61609 0.507
H -17.67333 -11.88753 -11.45917 0.119
H -17.71815 -6.07630 -16.25498 0.071
H -22.77218 -10.14949 -13.75990 -0.042
H -18.08693 -3.13975 -13.47987 0.279
H -18.35312 -9.63377 -10.47676 0.260
H -21.86512 -16.20031 -16.51315 0.405
H -20.37036 -7.10222 -16.96096 0.199
H -18.73476 -2.51859 -14.99605 0.325
H -16.95812 -13.48851 -11.41847 0.389
H -17.13941 -7.60537 -18.72256 -0.080
H -15.39618 -10.07795 -18.64887 0.259
H -19.96218 -9.00398 -10.79719 0.416
H -21.81940 -11.40110 -18.00040 0.313
H -25.33236 -10.35586 -12.60973 0.338
H -24.67656 -11.63434 -16.55791 0.270
H -17.36480 -3.52807 -14.98591 0.312
H -15.46201 -9.52282 -14.72417 -0.278
H -16.10993 -12.09355 -12.27765 0.274
H -17.28983 -13.70362 -19.31167 0.184
H -24.98685 -12.33255 -18.76527 0.337
H -23.45677 -16.49254 -14.05121 0.339
H -14.85316 -6.71875 -15.26702 0.522
H -17.74677 -12.26587 -20.34709 0.335
H -18.09251 -5.72765 -13.25143 0.264
H -12.44385 -9.70034 -14.07669 0.324
H -19.79499 -14.04335 -14.09481 0.278
H -18.00304 -13.51102 -15.84837 0.078
H -17.00175 -14.94042 -13.37987 0.435
H -25.79727 -8.11377 -13.20805 0.301
H -17.59161 -15.25382 -15.55330 0.494
H -19.36375 -8.99499 -13.18051 -0.254
H -17.62045 -11.56430 -18.30366 0.037
H -17.43839 -8.02097 -15.34582 -0.402
H -23.96568 -16.13311 -15.61084 0.368
H -21.03454 -16.68622 -14.95184 0.406
H -12.61974 -9.11066 -12.37640 0.264
H -19.35250 -10.61663 -12.59858 0.320
H -23.33478 -8.05849 -14.62694 0.239
H -15.57138 -7.69048 -16.54405 -0.305
H -21.23358 -5.85488 -16.79795 0.271
H -23.61535 -7.96529 -12.79483 0.305
H -24.28531 -10.41978 -14.53547 0.025
H -20.65615 -14.04313 -16.16589 -0.204
```

Computed properties:
Relative energy (zero: lowest compared OMol25 entry of this formula, charge and spin): 0.0 kcal/mol
E_HOMO: -6.00 eV
Kohn-Sham gap: 0.30349 hartree
Net charge: -1
Strongest force on any atom: 3.484 eV/A

=====

Entry 2:
Formula: C22H63N9O7
Source: the OMol25 dataset
Level of theory: the ωB97M-V functional and the def2-TZVPD basis

```
101
Properties=species:S:1:pos:R:3:mulliken_charge:R:1
O 8.78148 -10.29138 -11.46056 -0.420
O 15.47561 -10.56205 -9.99597 -0.253
O 21.55909 -0.10607 -8.36967 -0.295
O 1.89943 3.04800 -11.75289 -0.325
O 11.95728 5.40813 -12.33096 -0.641
O 10.33639 -0.79522 -8.61802 -0.631
O 12.34508 10.28711 -3.23104 -0.332
N 8.37520 -7.21839 -12.08434 -0.778
N 12.79432 3.35132 -12.44840 -0.374
N -0.39935 4.54415 -12.28141 -0.693
N 12.22975 -0.70363 -7.61691 -0.373
N 11.32095 9.88593 -6.76436 -0.785
N 18.39754 1.44609 -7.66502 -0.790
N 14.09297 5.01682 -12.81045 -0.391
N 11.88484 -2.11742 -9.12815 -0.409
N 15.78590 -7.77701 -10.17783 -0.742
C 9.18066 -8.19712 -12.84085 0.502
C 15.37573 -8.51155 -7.93891 -1.423
C 10.17823 -7.30293 -13.58154 -1.380
C 19.03000 0.44113 -9.67971 -1.113
C 8.23114 -10.10591 -10.27697 -0.777
C 22.95757 0.12276 -8.43991 -0.738
C 11.91724 10.69124 -4.54924 -0.750
C 16.70701 -10.03919 -9.43350 -0.791
C 19.30838 0.42969 -8.13146 0.474
C 9.84300 -9.26215 -11.85615 -0.762
C 20.69826 0.79105 -7.66643 -0.828
C 0.23961 4.77848 -10.95907 0.188
C 12.55563 11.31083 -2.25010 -0.691
C 12.89272 8.61529 -5.69793 -1.408
C 12.91036 4.64317 -12.38318 0.635
C 16.37261 -8.52763 -9.08598 0.518
C 11.42480 -1.16350 -8.44446 0.596
C -0.55942 3.96628 -9.95743 -1.221
C 3.27767 2.71024 -12.08014 -0.789
C 11.66183 9.50555 -5.48153 0.709
C 1.72143 4.28068 -11.10988 -0.596
C 15.51441 -11.99362 -10.11425 -0.885
H 8.53571 -8.75120 -13.52286 0.327
H 13.50082 8.94697 -6.53955 0.388
H 17.09915 -10.54732 -8.55253 0.378
H 11.11458 -7.82761 -13.77143 0.333
H 11.53404 11.41204 -1.88374 0.280
H 14.58627 -9.26087 -7.99693 0.260
H 10.38103 -9.01532 -10.94089 0.435
H 4.00126 2.61734 -11.27028 0.303
H 3.67140 3.40582 -12.82126 0.324
H 15.54297 -12.55026 -9.17754 0.319
H 12.66607 11.30278 -5.05257 0.342
H 14.90960 -7.55862 -7.68841 0.380
H 13.46482 2.67663 -12.78797 0.165
H 12.62726 7.55920 -5.74595 0.328
H 10.56745 -6.48585 -12.97410 0.402
H 23.20231 1.08394 -8.89194 0.299
H 14.67377 4.32633 -13.26432 0.171
H 0.21038 5.83890 -10.70853 0.329
H 18.81884 1.58445 -6.75758 0.277
H 23.27733 0.06006 -7.39975 0.310
H 23.34922 -0.72904 -8.99590 0.218
H 2.15937 5.02677 -11.77296 0.341
H 21.02214 1.80765 -7.88942 0.359
H 7.14829 -10.12654 -10.15410 0.246
H 9.82294 -6.70969 -14.42412 0.363
H 13.09624 10.84769 -1.42467 0.236
H 8.51140 -10.96971 -9.67413 0.252
H 12.93309 12.22702 -2.70420 0.286
H 16.46694 -7.47383 -10.85928 0.252
H 7.89921 -6.94444 -12.93198 0.290
H 3.30430 1.76019 -12.61380 0.264
H 13.54097 8.69341 -4.82515 0.291
H 16.25177 -12.36138 -10.82780 0.324
H 15.25181 -8.27868 -10.87295 0.240
H 11.01881 11.30768 -4.51842 0.345
H 20.68424 0.86422 -6.57898 0.401
H 18.80677 1.47747 -9.93321 0.298
H 19.88684 -0.02545 -10.16572 0.311
H -0.10570 3.60171 -12.49515 0.274
H 12.05061 0.21390 -7.23464 0.245
H 10.95855 9.08842 -7.26710 0.274
H 10.48736 -9.66576 -12.63716 0.324
H 7.58650 -7.69561 -11.67167 0.249
H 11.33067 -2.49641 -9.88273 0.211
H 14.66472 -12.46656 -10.60665 0.288
H -0.41311 2.93719 -10.28560 0.268
H 2.24572 4.33459 -10.15578 0.406
H 13.16935 -1.03724 -7.77806 0.188
H 14.31443 5.98412 -12.99856 0.224
H 15.87689 -8.83311 -7.02593 0.366
H 10.56165 10.55116 -6.73228 0.196
H 17.47019 -10.14817 -10.20408 0.386
H 11.92904 2.96493 -12.09900 0.211
H 12.65133 -2.61751 -8.70095 0.174
H 18.22625 -0.25204 -9.92792 0.275
H -0.11750 4.14464 -8.97713 0.309
H 17.31496 -8.02429 -8.86982 0.383
H 19.06928 -0.55249 -7.72372 0.265
H 18.62621 2.37167 -7.99835 0.276
H 10.86210 8.81511 -5.21354 0.291
H 8.49294 -9.12829 -9.87223 0.392
H -1.39389 4.72014 -12.27805 0.237
H -1.62828 4.17676 -9.99372 0.382
```

Computed properties:
Relative energy (zero: lowest compared OMol25 entry of this formula, charge and spin): 182.2 kcal/mol
E_HOMO: -8.69 eV
Kohn-Sham gap: 0.33392 hartree
SMILES: COC[C@H](C)N.COC[C@H](C)N.COC[C@H](C)N.COC[C@H](C)N.COC[C@H](C)N.NC(N)=O.NC(N)=O
Strongest force on any atom: 8.612 eV/A